135
Properties=species:S:1:pos:R:3:forces:R:3 method="wB97M-V/def2-TZVPD" charge=+1 energy_ev=-93768.8909 multiplicity=2 relative_energy_kj_mol=0.0
C -9.63609 3.54140 -3.00845 -0.30 0.04 -1.15
C -8.66212 2.43473 -2.86868 1.89 -0.12 0.12
O -7.31076 3.09624 -2.82049 -0.85 0.38 -0.64
C -6.20046 2.33261 -2.97962 -3.06 1.27 3.14
O -6.32344 1.15190 -2.93861 1.59 -1.60 -1.07
O -5.12595 3.05650 -2.68705 0.39 -1.19 -1.20
C -4.99079 4.43256 -3.00343 0.33 0.62 -0.30
H -9.60398 4.30585 -2.23213 0.04 -0.23 -0.01
H -10.62767 3.09996 -3.10839 -0.15 0.16 0.26
H -9.40538 3.96180 -3.98730 -0.24 0.60 0.11
H -8.62059 1.76908 -3.73082 -0.29 0.05 0.04
H -8.84815 1.82581 -1.98396 0.53 0.07 0.16
H -4.11433 4.45546 -3.65102 0.51 0.46 0.65
H -4.95175 4.93710 -2.03802 0.54 0.27 -0.29
H -5.71580 4.96863 -3.61586 -0.83 -0.84 0.20
C -0.70086 1.90101 -5.28506 0.44 1.19 1.37
C -0.59982 3.30463 -5.91672 -0.39 -1.03 -0.87
O -0.09155 4.32608 -5.01517 -0.05 -2.39 1.01
C 0.00490 5.51424 -5.50729 -2.20 2.03 -5.57
O -0.44234 5.84167 -6.63870 1.07 -0.98 2.68
O 0.58907 6.35821 -4.72716 0.52 0.66 1.74
C 0.71094 7.70499 -5.17640 1.42 0.88 -0.86
H -1.41304 1.25807 -5.80229 0.43 0.06 -0.26
H -1.04006 1.96051 -4.25090 -0.61 0.31 0.13
H 0.27674 1.45623 -5.09915 0.02 -0.14 -0.80
H -1.56326 3.57334 -6.34993 -0.10 0.45 0.52
H 0.02726 3.22535 -6.80475 0.40 0.34 0.19
H -0.18893 8.30513 -5.31114 -0.32 -0.59 0.56
H 1.22033 7.77273 -6.13767 -0.20 -0.56 -0.25
H 1.44486 8.17842 -4.52423 -0.54 -0.06 0.49
C 5.59314 1.09230 2.03815 -0.86 0.82 0.86
C 4.75196 0.18203 2.92922 1.01 0.70 -0.84
O 4.24132 -0.85010 2.06983 -0.30 -2.29 -0.36
C 4.97933 -1.97330 1.78716 2.21 0.22 1.94
O 6.13372 -2.16669 2.21668 -3.27 0.60 -1.39
O 4.26102 -2.85498 1.04004 0.01 0.85 1.22
C 5.04614 -4.01703 0.70609 0.31 -0.11 -0.89
H 4.99375 1.60278 1.28434 -0.07 -0.46 -0.36
H 6.43951 0.55460 1.61078 -0.02 0.25 0.14
H 5.86180 1.92559 2.68741 0.80 -0.02 -0.02
H 3.88711 0.67409 3.37422 -0.13 -0.04 -0.36
H 5.38422 -0.08813 3.77500 -0.14 -1.06 -0.21
H 5.92281 -3.54344 0.26420 0.43 -1.10 0.12
H 4.53784 -4.65541 -0.01655 -0.43 0.81 -0.38
H 5.21292 -4.73991 1.50467 0.39 0.83 0.61
C 3.74978 -0.62600 9.20502 0.05 -0.93 -0.39
C 4.72559 -1.30400 8.17447 -0.73 1.58 0.52
O 4.09560 -1.25458 6.87540 -0.60 0.09 -0.52
C 3.52247 -2.34929 6.37339 0.92 -1.65 0.00
O 3.67833 -3.47041 6.82721 -0.81 1.11 -0.78
O 2.87358 -2.00547 5.23607 0.53 1.55 1.24
C 2.36986 -2.85901 4.26207 -0.08 -2.02 -0.56
H 3.02433 -1.38775 9.49064 0.00 0.07 0.40
H 3.15469 0.20502 8.82637 0.30 -0.07 -0.70
H 4.23493 -0.19187 10.07924 0.31 -0.53 0.06
H 5.02698 -2.32146 8.42354 -0.20 0.16 0.05
H 5.59171 -0.65150 8.06411 0.13 -0.29 -0.08
H 2.47151 -2.39238 3.28226 -0.14 0.29 0.24
H 1.35602 -3.21760 4.43996 -0.23 0.74 0.12
H 2.90065 -3.80811 4.18746 0.59 0.03 0.22
C 1.85171 -0.52559 -6.38171 -0.15 -0.64 -0.49
C 1.23076 -1.03267 -5.04242 1.27 0.95 -1.05
O -0.21141 -1.08800 -5.10623 -1.71 -0.33 2.02
C -0.92687 -1.19206 -3.92234 1.44 1.78 -0.93
O -0.34571 -1.16111 -2.81336 -1.47 -0.46 -1.53
O -2.24204 -1.09196 -4.16695 1.53 -0.50 0.43
C -3.13304 -1.20706 -3.01284 0.31 -0.45 -0.06
H 2.89836 -0.27095 -6.21509 0.14 -0.66 0.28
H 1.52313 0.40021 -6.85396 -0.95 0.16 0.72
H 1.77557 -1.23802 -7.20315 0.17 -0.30 0.21
H 1.65463 -0.28649 -4.37038 -0.86 -0.13 0.84
H 1.61000 -2.01046 -4.74541 0.03 0.13 -0.27
H -4.15941 -1.07119 -3.35375 0.34 0.44 -0.19
H -2.81792 -0.47923 -2.26513 -0.28 -0.10 -0.02
H -3.06663 -2.23202 -2.64796 0.17 0.12 0.24
C 0.18202 -5.07545 5.97145 -0.50 -0.10 0.19
C -0.96086 -5.35056 4.92461 1.21 1.13 0.82
O -0.90380 -4.35030 3.85387 -0.57 0.85 -0.93
C -1.81040 -3.34865 3.56272 1.26 -1.29 1.63
O -1.66291 -2.62090 2.62407 0.06 0.15 -0.55
O -2.73437 -3.23130 4.50255 0.01 -1.40 0.18
C -3.73797 -2.24834 4.41820 0.22 1.91 0.40
H 1.18150 -5.11476 5.53833 -0.21 0.01 -0.39
H 0.21342 -5.84999 6.73773 -0.36 -0.39 -0.17
H 0.14947 -4.17073 6.57853 -0.46 0.35 -0.43
H -1.97890 -5.36354 5.31387 0.29 -0.22 0.20
H -0.63238 -6.29653 4.49409 -0.68 0.08 -0.44
H -4.05863 -2.06606 5.44389 -0.41 -0.51 -0.13
H -4.56420 -2.42639 3.72990 0.21 -0.49 0.10
H -3.27805 -1.29332 4.16417 -0.04 -0.02 -0.44
C 1.14603 -0.28826 1.13363 1.25 0.24 -0.03
C -0.33556 -0.46513 0.72136 0.14 -1.21 1.20
O -0.70093 0.36784 -0.30944 0.08 1.68 -0.68
C -0.74692 1.76748 -0.19204 -0.05 1.77 0.69
O -0.35850 2.35350 0.83287 -1.22 -1.87 -3.37
O -1.21849 2.26259 -1.37536 0.73 -1.46 2.46
C -1.14678 3.68214 -1.56819 0.85 1.18 -0.58
H 1.48925 0.74357 1.20857 -0.73 0.34 0.05
H 1.86645 -0.72189 0.44005 -0.28 -0.45 0.11
H 1.22510 -0.72754 2.12806 0.05 -0.32 -0.15
H -0.95299 -0.53420 1.61696 -0.39 1.11 -0.13
H -0.38083 -1.49160 0.35748 0.07 -0.06 -0.65
H -1.72645 4.29102 -0.87439 -0.05 -0.50 0.19
H -1.42643 3.92492 -2.59335 -0.54 -0.61 0.10
H -0.10347 3.99769 -1.57482 0.10 -0.09 0.55
C 7.25829 -3.14453 -5.33134 0.28 0.86 1.34
C 6.00880 -3.99055 -5.09974 1.44 0.46 -1.92
O 5.47180 -3.72258 -3.82928 -0.40 -0.57 1.97
C 4.55166 -2.80493 -3.61032 -1.59 1.75 -1.65
O 4.09919 -2.05570 -4.48869 0.71 -1.25 1.96
O 4.13094 -2.81305 -2.30666 1.48 -2.04 -2.47
C 3.18753 -1.90137 -1.84343 -0.19 0.78 1.08
H 7.70028 -3.15509 -6.32764 -0.44 -0.03 -0.01
H 8.05162 -3.37144 -4.61913 0.10 -0.76 -0.06
H 7.04746 -2.13692 -4.97301 -0.28 0.42 -0.79
H 6.36189 -5.01985 -5.16279 -0.71 -0.20 0.53
H 5.31943 -3.79835 -5.92189 -0.39 -0.02 0.37
H 3.79329 -1.02065 -1.63019 -0.70 0.49 0.31
H 2.82106 -2.38172 -0.93620 0.21 0.36 0.23
H 2.28071 -1.66258 -2.39910 0.45 -0.22 -0.87
C -1.55217 1.12130 4.01316 -0.16 0.42 -0.54
C -2.67746 1.94051 3.31003 0.93 0.61 1.42
O -3.90867 1.30279 3.58447 0.80 -1.76 0.41
C -4.98607 1.87253 3.19184 -4.53 1.57 -1.18
O -5.15472 2.95246 2.63683 0.97 -1.49 0.74
O -6.05738 1.04066 3.49470 2.66 0.09 1.74
C -7.35774 1.38236 3.12324 -0.69 -0.65 -1.73
H -1.57704 1.13647 5.10276 -0.65 0.17 -0.01
H -0.57046 1.54551 3.80251 -0.04 0.06 -0.43
H -1.54902 0.07048 3.72354 -0.06 0.02 -0.21
H -2.57584 2.13999 2.24327 0.21 -0.44 -0.01
H -2.77810 2.91555 3.78676 0.44 0.22 -0.11
H -7.80463 2.30801 3.48595 0.72 0.29 -0.26
H -8.05892 0.59704 3.40557 0.49 -0.26 0.59
H -7.26986 1.22670 2.04801 -1.02 1.11 -0.41